Entry from the OMol25 dataset: one molecule with the formula C4H6O2 (the ωB97M-V functional and the def2-TZVPD basis).

Summary:
Highest occupied orbital energy = -8.86 eV
Energy = -8335.26533 eV
Frontier orbital gap = 8.2 eV
ΔE to the lowest compared entry with this formula, charge and spin = 119.8 kcal per mole

Structure (ORCA input):
```
! RIJCOSX wB97M-V def2-TZVPD def2/J DEFGRID3
* xyz 0 1
C -0.09380 0.09442 -0.46011
H 1.12943 1.09273 -1.67096
H -0.37561 1.42978 2.45339
C -0.62183 0.89472 0.62801
C -1.52760 0.10331 0.07152
O 0.23542 0.71189 -1.70542
C 0.73770 -1.12983 -0.19975
H 0.43862 -1.66374 0.70829
H 1.79162 -0.85358 -0.08932
H 0.64885 -1.82782 -1.03934
H -2.32791 0.42867 -0.57919
O -0.03490 0.71944 1.88288
*
```

Charges computed using Mulliken, reported in e: 0.708, 0.331, 0.324, 0.027, -0.468, -0.563, -1.237, 0.328, 0.329, 0.334, 0.315, -0.429